A molecular structure, C30H41F5IrN2O3P. Source: the Open Molecules 2025 dataset; level of theory: ωB97M-V with the def2-TZVPD basis set.

- E_HOMO (spin up / spin down) (eV) = -3.2 / -3.2
- E (eV) = -66612.9175
- expectation value of S² = 0.78
- F_max (eV/Å) = 0.82

```
! RIJCOSX wB97M-V def2-TZVPD def2/J DEFGRID3
* xyz -1 2
Ir -0.3494 -0.4865 0.5326
O -0.3671 -0.9640 -1.5086
C -1.2584 -1.7156 -2.0989
C -1.6286 -1.4074 -3.4291
C -2.4875 -2.2169 -4.1284
C -3.0261 -3.3834 -3.5624
C -2.7059 -3.6874 -2.2656
C -1.8353 -2.8768 -1.5099
C -1.6815 -3.2250 -0.1207
N -0.9600 -2.6162 0.7454
C -1.2281 -2.8893 2.1650
C -0.3472 -1.9811 3.0340
N -0.4858 -0.6163 2.5181
C -1.1778 0.2985 3.0830
C -1.6558 1.3816 2.1568
C -2.1387 2.6186 2.8610
C -3.4560 2.9215 2.9724
C -4.4718 2.1210 2.3974
C -4.1243 0.9999 1.6414
C -2.8074 0.6350 1.4533
O -2.4288 -0.3492 0.6962
H -1.2894 -0.4739 -3.8550
H -2.7763 -1.9193 -5.1294
H -3.7115 -4.0049 -4.1234
H -3.1413 -4.5584 -1.7851
H -2.3041 -4.0619 0.2194
H -1.0613 -3.9395 2.4242
H -2.2758 -2.6457 2.3650
H 0.6942 -2.2822 2.9272
H -0.6351 -2.0435 4.0862
H -1.5370 0.2099 4.1068
H -1.4072 3.2708 3.3136
H -3.7387 3.8199 3.5105
H -5.5093 2.4076 2.4986
H -4.8732 0.4274 1.1076
C 2.6328 2.2583 -0.7867
C 2.4640 0.8127 -1.2626
C 1.6303 0.7791 -2.5466
P 1.9253 -0.3906 0.0611
C 2.4563 -2.0194 -0.6897
C 3.8353 -2.1416 -1.3450
C 2.2752 -3.1884 0.2779
C 3.1181 0.0793 1.4149
C 2.9044 -0.6467 2.7390
C 4.6023 0.0556 1.0481
H 2.9898 2.8550 -1.6287
H 3.3588 2.3597 0.0220
H 1.6911 2.6853 -0.4511
H 3.4639 0.4560 -1.5165
H 0.5820 1.0128 -2.3751
H 1.6614 -0.1968 -3.0317
H 2.0374 1.5183 -3.2414
H 1.7010 -2.1118 -1.4753
H 4.6269 -2.2526 -0.6045
H 4.0918 -1.3078 -1.9953
H 3.8465 -3.0430 -1.9634
H 3.0587 -3.1919 1.0403
H 2.3499 -4.1316 -0.2695
H 1.3038 -3.1613 0.7668
H 2.8172 1.1126 1.5934
H 3.2106 -1.6937 2.6908
H 1.8649 -0.5888 3.0462
H 3.5023 -0.1656 3.5178
H 4.9925 -0.9619 1.0355
H 5.1649 0.6064 1.8072
H 4.8174 0.5116 0.0828
C 0.8917 3.2708 2.0854
O 0.7153 1.9456 1.6325
C -0.5353 1.5218 1.0338
C -1.0319 2.4458 -0.0570
H 1.9561 3.5012 1.9868
H 0.6193 3.3772 3.1402
H 0.3297 3.9985 1.4984
H -1.2302 3.4602 0.3042
H -1.9652 2.0590 -0.4625
H -0.3443 2.4943 -0.8988
F -1.7581 1.3277 -2.6655
C -2.2460 1.7548 -3.9490
F -3.6297 1.4876 -3.8332
C -2.1722 3.2704 -3.7925
F -2.4434 3.8957 -4.9687
F -0.9281 3.6681 -3.4282
F -3.0169 3.8451 -2.8854
*
```

Population analysis type Löwdin, resulting atomic charges in e: Ir 1.278; O -0.278; C -0.317; C -0.001; C -0.066; C -0.113; C -0.074; C -0.143; C -0.099; N -0.103; C -0.187; C -0.172; N -0.144; C -0.018; C -0.308; C -0.045; C -0.123; C -0.106; C -0.037; C -0.351; O -0.146; H 0.080; H 0.106; H 0.088; H 0.099; H 0.129; H 0.119; H 0.122; H 0.088; H 0.122; H 0.149; H 0.081; H 0.093; H 0.084; H 0.112; C -0.095; C -0.493; C -0.093; P 1.009; C -0.500; C -0.106; C -0.115; C -0.507; C -0.108; C -0.104; H 0.084; H 0.063; H 0.056; H 0.068; H 0.052; H 0.075; H 0.083; H 0.092; H 0.058; H 0.063; H 0.080; H 0.064; H 0.081; H 0.033; H 0.071; H 0.064; H 0.039; H 0.081; H 0.063; H 0.080; H 0.065; C -0.111; O -0.252; C -0.440; C -0.039; H 0.083; H 0.074; H 0.087; H 0.085; H 0.087; H 0.063; F -0.125; C -0.262; F -0.087; C -0.610; F 0.072; F 0.079; F 0.076